Entry from the Open Molecules 2025 dataset: C29H78ClI2O13S13 as an isolated structure (the ωB97M-V functional and the def2-TZVPD basis).

```
! wB97M-V def2-TZVPD RIJCOSX def2/J DEFGRID3
* xyz 1 1
C -0.9244 -0.6330 1.0856
C -0.3320 -0.3053 2.4024
I 1.5284 -1.1850 2.8065
C -0.9116 0.4694 3.3230
I -2.7460 1.3969 3.0167
S -0.0708 0.7535 4.8507
C -1.3375 0.8339 6.1378
C -1.3230 -0.4160 6.9836
O -2.2876 -1.0031 7.3076
Cl 0.2957 -0.9628 7.3506
H -1.3672 0.2330 0.6118
H -1.7126 -1.3634 1.2575
H -0.2149 -1.0982 0.4202
H 0.4245 -0.4756 5.1071
H -2.3254 0.9292 5.7087
H -1.1354 1.7040 6.7505
C 4.3995 -4.1514 5.4432
S 3.1592 -2.8874 5.6634
O 3.2233 -1.9862 4.4719
C 4.0038 -2.0279 6.9966
H 4.1043 -4.7938 4.6143
H 5.3516 -3.6778 5.2195
H 4.4745 -4.7431 6.3552
H 4.9942 -1.7209 6.6614
H 4.0834 -2.6905 7.8576
H 3.4151 -1.1512 7.2613
C 4.7635 -8.4957 5.4660
S 5.9278 -7.6583 4.3845
O 5.1228 -6.8475 3.4314
C 6.4603 -9.1275 3.5034
H 4.2755 -7.7391 6.0763
H 4.0217 -9.0215 4.8655
H 5.3026 -9.1912 6.1085
H 5.5985 -9.6047 3.0377
H 6.9492 -9.8079 4.1999
H 7.1678 -8.8145 2.7394
C -4.1617 -3.5983 -2.1682
S -2.9245 -2.3088 -2.0870
O -2.4747 -2.2305 -0.6606
C -4.0330 -0.9302 -2.3555
H -3.6668 -4.5476 -1.9838
H -4.9251 -3.4115 -1.4118
H -4.5952 -3.6107 -3.1668
H -4.8051 -0.9346 -1.5849
H -4.4767 -1.0244 -3.3463
H -3.4412 -0.0169 -2.2957
C 0.4029 2.1068 -2.4129
S -0.8366 2.0412 -1.1221
O -2.0244 1.3279 -1.6819
C -1.2294 3.7778 -1.0967
H 0.7515 1.0926 -2.5984
H -0.0448 2.5269 -3.3136
H 1.2357 2.7226 -2.0740
H -1.5578 4.0986 -2.0837
H -0.3496 4.3449 -0.7918
H -2.0284 3.9293 -0.3703
C -5.6475 4.2603 -1.1100
S -4.4120 5.5503 -1.0285
O -3.8788 5.5616 0.3675
C -5.5644 6.9149 -1.1757
H -5.1362 3.3038 -1.0098
H -6.3638 4.3862 -0.2965
H -6.1432 4.3257 -2.0790
H -6.2912 6.8668 -0.3647
H -6.0598 6.8515 -2.1448
H -4.9952 7.8393 -1.1091
C 1.5836 6.5927 -4.2019
S 0.3412 6.4705 -2.9221
O -0.8247 5.7743 -3.5386
C -0.0670 8.2155 -2.8881
H 1.9408 5.5862 -4.4145
H 1.1274 7.0316 -5.0938
H 2.4131 7.2065 -3.8496
H -0.3879 8.5252 -3.8823
H 0.8073 8.7838 -2.5720
H -0.8743 8.3535 -2.1720
C 7.3589 -1.5941 3.8809
S 8.0733 -3.2098 4.2150
O 8.0781 -3.3746 5.6925
C 9.7476 -2.7855 3.7278
H 6.3078 -1.6268 4.1641
H 7.8811 -0.8381 4.4676
H 7.4385 -1.3783 2.8157
H 10.1001 -1.9478 4.3288
H 9.7619 -2.5340 2.6676
H 10.3724 -3.6573 3.9060
C -0.4119 -4.9455 -1.7404
S -0.6009 -5.5089 -3.4345
O -2.0481 -5.4050 -3.7630
C -0.2627 -7.2381 -3.0894
H -0.6248 -3.8792 -1.7108
H -1.1145 -5.4755 -1.0962
H 0.6122 -5.1210 -1.4108
H -0.9785 -7.6090 -2.3562
H 0.7565 -7.3375 -2.7170
H -0.3681 -7.7886 -4.0212
C 5.1463 0.1138 0.0630
S 4.7734 -0.3581 -1.6287
O 3.2943 -0.3002 -1.7574
C 5.2137 -2.0887 -1.4449
H 4.8877 1.1644 0.1745
H 4.5434 -0.4902 0.7411
H 6.2079 -0.0231 0.2678
H 4.6142 -2.5340 -0.6508
H 6.2765 -2.1698 -1.2180
H 5.0025 -2.5832 -2.3899
C -4.4721 -3.1147 3.9938
S -2.9465 -3.4482 3.1048
O -2.8733 -4.9082 2.8873
C -1.8578 -3.0664 4.4909
H -5.2982 -3.3229 3.3179
H -4.5360 -3.7635 4.8671
H -4.4963 -2.0653 4.2897
H -2.0959 -3.7040 5.3426
H -1.9802 -2.0126 4.7532
H -0.8336 -3.2520 4.1686
C -1.3326 6.6729 -8.1058
S 0.4415 6.9224 -8.1621
O 0.7794 7.8027 -7.0080
C 0.4576 7.9633 -9.6221
H -1.5531 6.0787 -7.2213
H -1.8324 7.6387 -8.0371
H -1.6496 6.1361 -8.9996
H -0.1662 8.8397 -9.4493
H 0.0926 7.3913 -10.4746
H 1.4859 8.2692 -9.7990
C -7.7812 2.3035 -4.5484
S -7.6546 3.9871 -5.1574
O -6.8311 4.7367 -4.1705
C -9.3648 4.4344 -4.8499
H -6.7917 1.8560 -4.6114
H -8.1187 2.3155 -3.5120
H -8.4771 1.7447 -5.1733
H -9.5919 4.2988 -3.7927
H -10.0159 3.8156 -5.4666
H -9.4863 5.4796 -5.1240
*
```

Output
Largest force on an atom in eV/A: 1.16
Gap between HOMO and LUMO in eV: 7.153

Atom charges from the Löwdin analysis, given in e for atoms 1 to 4: -0.211, -0.820, 1.269, -1.065

=====

Entry from the Open Molecules 2025 dataset: a 9-piece molecular cluster, C29H79N6O13 overall (the ωB97M-V functional and the def2-TZVPD basis).

```
! wB97M-V def2-TZVPD RIJCOSX def2/J DEFGRID3
* xyz -1 1
C -0.2579 0.2736 -0.0210
O -0.8623 -0.0863 -0.9974
O 0.5053 -0.6209 0.6266
O -0.1825 1.4654 0.1766
H 0.4301 -1.4595 0.2619
C 2.1716 3.5217 3.5962
C 1.4960 3.4531 2.2664
O 1.8901 2.2927 1.5628
O 1.8058 4.4192 4.3442
H 3.2476 3.7017 3.5419
H 2.0874 2.6066 4.2800
H 1.7111 4.3446 1.6047
H 0.4189 3.4293 2.3429
H 1.0896 1.8879 1.1762
H 2.2860 4.2927 5.1414
C -3.5784 4.5946 0.8958
C -2.5313 3.6608 0.3746
O -2.4373 2.4569 1.0518
O -3.7159 5.6684 0.2586
H -3.1601 4.8775 1.8878
H -4.5007 3.9985 0.8760
H -1.5771 4.2012 0.4365
H -2.4576 3.4147 -0.6752
H -1.7454 1.9158 0.6298
H -2.8455 6.0609 0.2684
C -0.6351 -4.8656 0.7554
C -1.2983 -4.0730 -0.3329
C -2.2919 -3.0598 0.2520
O -3.2224 -3.8322 0.8767
C -4.3328 -3.0662 1.3555
N -0.2767 -3.2137 -0.8853
H -0.0083 -4.2760 1.4045
H 0.0888 -5.5943 0.3699
H -1.3795 -5.5121 1.2550
H -1.8063 -4.6997 -1.0786
H -2.6526 -2.3919 -0.5132
H -1.8680 -2.4020 0.9382
H -4.9919 -3.7992 1.8753
H -4.8051 -2.6392 0.5502
H -3.9682 -2.3689 2.0301
H -0.6173 -2.2554 -1.1263
H 0.0760 -3.6671 -1.7099
C -1.1228 -1.3729 3.3860
C -1.8002 -0.0834 2.9438
C -2.9143 0.3658 3.9193
O -4.0117 -0.4720 3.6374
C -5.0099 -0.3278 4.7033
N -0.7230 0.8576 2.9322
H -0.3962 -1.7094 2.6923
H -1.9216 -2.0893 3.4886
H -0.6166 -1.2134 4.3641
H -2.3276 -0.1265 1.9429
H -3.2367 1.4253 3.7840
H -2.5232 0.2759 4.9640
H -5.4623 0.6588 4.5621
H -4.5017 -0.3449 5.6989
H -5.7841 -1.1112 4.5791
H -1.1296 1.7215 2.5089
H -0.3272 0.5473 2.0489
C 2.8991 -3.3731 2.4282
C 3.5700 -2.7777 1.2353
C 4.9553 -3.2332 1.0193
O 5.7816 -2.7216 2.0938
C 7.1099 -3.1873 1.9122
N 2.8683 -3.0547 0.0126
H 1.9097 -2.9102 2.7186
H 3.5305 -3.1934 3.3383
H 2.7133 -4.4013 2.3369
H 3.5323 -1.6801 1.3968
H 5.5192 -2.8863 0.1083
H 5.0535 -4.3018 0.8224
H 7.8528 -2.9294 2.7206
H 7.4930 -2.6737 0.9446
H 7.0196 -4.2907 1.8233
H 3.1709 -2.5515 -0.7907
H 1.8532 -2.9127 0.1024
C 4.7255 0.9953 0.5071
C 4.1305 1.1099 -0.8801
C 3.3049 -0.1652 -1.1515
O 2.4385 0.2144 -2.1979
C 1.6943 -0.8846 -2.6406
N 3.1977 2.2806 -0.8528
H 5.3108 1.8226 0.9056
H 5.3966 0.2296 0.5963
H 3.8604 0.8287 1.1623
H 4.8522 1.3607 -1.6866
H 2.7733 -0.4483 -0.2083
H 4.0024 -0.9951 -1.4570
H 1.4944 -1.6407 -1.8631
H 2.2271 -1.4096 -3.4327
H 0.7318 -0.5733 -2.8621
H 2.7997 2.1078 -1.7612
H 2.4487 2.1349 -0.2265
C -4.7526 -0.2259 -3.3322
C -3.3496 -0.5120 -2.9086
C -2.3409 -1.0811 -3.9677
O -2.6639 -2.2566 -4.5691
C -2.3526 -3.2513 -3.5562
N -2.8608 0.7703 -2.5915
H -5.3851 -1.0358 -3.5962
H -4.7782 0.4721 -4.1784
H -5.2195 0.0937 -2.5172
H -3.2997 -1.1235 -2.0651
H -1.3548 -1.1860 -3.4028
H -2.3112 -0.3418 -4.7621
H -2.9736 -3.1308 -2.6468
H -1.3427 -3.1161 -3.1548
H -2.5614 -4.1998 -4.0105
H -2.6951 1.2296 -3.4477
H -1.9821 0.5966 -2.1432
C 0.6241 5.1833 -3.0039
C 0.1685 3.9119 -2.3242
C 0.6742 2.6892 -3.1031
O 0.0108 2.7007 -4.3752
C 0.1920 1.4385 -4.9617
N 0.7300 3.8712 -1.0589
H 1.6959 5.3384 -2.9578
H 0.1036 5.9267 -2.4760
H 0.3508 5.2857 -4.1070
H -0.8844 3.9609 -2.2285
H 0.3495 1.7902 -2.5866
H 1.7126 2.6114 -3.2934
H -0.2892 0.7339 -4.3018
H 1.2034 1.2874 -5.0101
H -0.1199 1.4555 -5.9964
H 0.2808 3.1112 -0.5197
H 1.7105 3.4573 -1.0994
*
```

Output
Largest force on an atom in eV/A: 12.69
Energy above the lowest of the compared OMol25 structures with the same formula, charge and spin in kcal/mol: 49.3
Gap between HOMO and LUMO in eV: 8.558

Atom charges from the Löwdin analysis, given in e for atoms 1 to 4: -0.813, 0.033, 0.119, -0.021

=====

Entry from the Open Molecules 2025 dataset: a 9-piece molecular cluster, C29H80N14O13 overall (the ωB97M-V functional and the def2-TZVPD basis).

```
! wB97M-V def2-TZVPD RIJCOSX def2/J DEFGRID3
* xyz 1 2
C 5.5126 -4.0136 -4.0959
O 4.4099 -4.6181 -4.6539
C 3.0948 -4.0430 -4.7491
C 2.4432 -3.5818 -3.3684
N 1.5025 -4.5848 -2.8953
C 1.0912 -4.3825 -1.5135
C -0.2273 -5.2140 -1.2512
O -0.8847 -4.8320 -0.0189
C -2.2884 -5.2597 -0.0100
H 5.5077 -4.0033 -3.0060
H 5.5561 -3.0450 -4.5939
H 6.3913 -4.6133 -4.3330
H 2.5175 -4.7340 -5.3634
H 2.9154 -3.1038 -5.2724
H 1.9219 -2.6468 -3.5735
H 3.2342 -3.4076 -2.6389
H 1.8049 -5.5436 -2.9916
H 0.9340 -3.3077 -1.4227
H 1.9265 -4.6414 -0.8628
H -0.0426 -6.2854 -1.1734
H -0.8962 -5.0243 -2.0907
H -2.5841 -5.1262 1.0306
H -2.5581 -6.2463 -0.3868
H -2.8278 -4.4496 -0.5008
C 2.5026 6.5305 -2.8628
O 2.7890 5.5048 -2.0110
C 3.8766 5.8420 -1.1392
C 3.9386 4.7351 -0.0640
N 4.1655 3.4992 -0.7330
C 3.9271 2.3237 0.0795
C 3.8713 1.0992 -0.7233
O 2.8459 1.3231 -1.6509
C 2.3991 0.0775 -2.2613
H 3.2961 6.7203 -3.5857
H 2.3862 7.4808 -2.3418
H 1.5832 6.3433 -3.4175
H 3.8037 6.7853 -0.5979
H 4.7594 5.7772 -1.7751
H 2.9960 4.7022 0.4824
H 4.7566 5.0134 0.6005
H 3.4140 3.3993 -1.4003
H 2.9608 2.5810 0.5133
H 4.6826 2.2132 0.8574
H 3.5568 0.3483 0.0014
H 4.8526 0.8660 -1.1365
H 3.1137 -0.4306 -2.9088
H 1.5045 0.2240 -2.8666
H 2.2819 -0.7731 -1.5899
C 2.3938 3.2435 3.5315
O 1.1253 3.2546 4.3160
C 0.9745 4.3655 5.2414
C -0.4652 4.8380 5.4440
N -0.8190 5.6891 4.3320
C -2.1669 6.2201 4.4691
C -3.2988 5.2908 3.8893
O -3.1076 5.0046 2.4880
C -3.2052 6.1130 1.5927
H 2.4862 2.3590 2.9012
H 3.2828 3.3220 4.1573
H 2.5047 4.1302 2.9073
H 1.6679 5.2027 5.1608
H 1.0969 3.8289 6.1823
H -0.5550 5.3307 6.4121
H -1.0267 3.9052 5.4974
H -0.7328 5.0816 3.5298
H -2.2565 7.1497 3.9070
H -2.3173 6.5097 5.5091
H -4.2785 5.7062 4.1255
H -3.2288 4.2738 4.2752
H -2.3608 6.8007 1.6395
H -4.1547 6.6024 1.8093
H -3.0963 5.7122 0.5849
C -2.9327 -1.8574 -2.2257
O -3.6289 -3.1399 -2.4033
C -5.0498 -2.8650 -2.3546
C -5.8198 -3.9353 -3.0319
N -5.7082 -3.7521 -4.4604
C -6.7807 -2.7994 -4.8688
C -6.7057 -2.1673 -6.3152
O -6.9662 -3.1861 -7.2565
C -6.8540 -2.7594 -8.5911
H -1.8474 -1.9440 -2.2779
H -3.2459 -1.5111 -1.2408
H -3.2750 -1.2533 -3.0660
H -5.4499 -1.9074 -2.6878
H -5.4848 -2.9388 -1.3579
H -6.8174 -3.9721 -2.5943
H -5.4386 -4.9130 -2.7373
H -4.7533 -3.6206 -4.7621
H -7.0070 -2.0374 -4.1229
H -7.6158 -3.4996 -4.8550
H -5.7733 -1.6190 -6.4502
H -7.5134 -1.4364 -6.3537
H -7.5355 -1.9553 -8.8688
H -7.1259 -3.6165 -9.2073
H -5.8635 -2.5982 -9.0166
C 0.3604 3.0790 -0.0244
O 0.3383 1.9989 -0.5664
N 0.2021 3.2663 1.2532
N 0.7003 4.1400 -0.6313
H -0.0236 2.5172 1.8920
H 0.6122 4.0975 1.6544
H 0.7192 4.9631 -0.0463
H 0.9281 3.9669 -1.5999
C 1.0842 -1.5433 1.0456
O 1.3275 -2.6173 1.5794
N 0.2937 -1.2865 0.0312
N 1.5734 -0.5149 1.4486
H -0.2529 -1.9545 -0.4934
H 0.2613 -0.3264 -0.2809
H 2.1006 -0.4068 2.3033
H 1.4704 0.3108 0.8763
C -1.0672 -4.4665 3.9308
O -1.5922 -5.5231 3.7323
N -0.5573 -4.0834 4.9902
N -1.1803 -3.5541 3.0357
H -0.2553 -3.1308 5.1367
H -0.7490 -4.7020 5.7653
H -0.4739 -2.8322 3.0394
H -1.6692 -3.8262 2.1949
C 0.5425 -0.2800 4.9511
O 0.4207 -1.4009 5.5046
N -0.4502 0.4104 4.7233
N 1.6413 0.3148 4.4668
H -1.3935 0.1284 4.9484
H -0.2404 1.3205 4.3390
H 2.5526 -0.1131 4.5475
H 1.5240 1.2974 4.2647
C 3.9339 -2.0457 4.0546
O 4.8242 -1.4627 4.6356
N 3.1663 -3.0617 4.3841
N 3.9077 -2.0661 2.7588
H 3.1889 -3.4841 5.3013
H 2.4194 -3.3218 3.7560
H 3.1731 -2.4437 2.1775
H 4.6520 -1.4910 2.3907
*
```

Output
Expectation value of S²: 0.75
Largest force on an atom in eV/A: 12.04
Energy above the lowest of the compared OMol25 structures with the same formula, charge and spin in kcal/mol: 59.2
Gap between HOMO and LUMO (alpha / beta) in eV: 7.313 / 2.292

Atom charges from the Löwdin analysis, given in e for atoms 1 to 4: -0.131, -0.196, -0.162, -0.196